[1]
Entry from the OMol25 dataset: a molecular structure, C34H48B3CaF2K2NO6 (ωB97M-V with the def2-TZVPD basis set).

Element x y z (Å)
C (5.017, 0.705, 0.284)
C (4.002, 0.049, 0.189)
C (2.722, -0.774, 0.188)
C (1.601, -0.170, -0.704)
C (0.648, -1.319, -1.069)
B (0.002, -1.198, -2.513)
O (0.175, -2.106, -3.517)
B (-1.022, -2.331, -4.230)
O (-2.189, -1.752, -3.813)
B (-2.159, -0.741, -2.862)
C (-3.272, -0.292, -1.909)
C (-2.761, 0.833, -1.009)
C (-3.746, 1.143, 0.098)
C (-3.342, 2.326, 1.007)
C (-1.825, 2.708, 0.939)
C (-1.460, 3.609, -0.271)
C (-0.136, 4.409, -0.111)
C (0.911, 3.854, -1.110)
C (0.771, 4.414, -2.538)
C (0.051, 3.458, -3.489)
C (1.009, 2.444, -4.099)
O (-0.855, -0.152, -2.730)
H (5.980, 1.146, 0.158)
H (2.293, -0.972, 1.184)
H (2.996, -1.751, -0.198)
H (1.081, 0.619, -0.130)
H (2.060, 0.319, -1.570)
H (1.089, -2.296, -0.887)
H (-0.203, -1.249, -0.386)
H (-1.000, -3.050, -5.168)
H (-3.517, -1.161, -1.287)
H (-4.235, 0.035, -2.417)
H (-1.795, 0.580, -0.548)
H (-2.673, 1.699, -1.663)
H (-4.702, 1.392, -0.364)
H (-3.926, 0.254, 0.701)
H (-3.551, 2.004, 2.036)
H (-4.013, 3.182, 0.821)
H (-1.172, 1.839, 0.936)
H (-1.547, 3.280, 1.840)
H (-1.256, 2.902, -1.065)
H (-2.310, 4.221, -0.570)
H (0.203, 4.348, 0.926)
H (-0.310, 5.441, -0.406)
H (0.892, 2.742, -1.117)
H (1.903, 4.194, -0.752)
H (0.277, 5.383, -2.494)
H (1.771, 4.597, -2.949)
H (-0.388, 4.051, -4.290)
H (-0.785, 2.935, -3.035)
H (1.427, 1.780, -3.327)
H (1.801, 2.915, -4.679)
H (0.454, 1.779, -4.757)
C (-5.965, 1.457, -5.308)
C (-6.427, 2.291, -4.128)
C (-5.602, 3.585, -3.969)
C (-4.196, 3.265, -3.741)
N (-3.090, 2.983, -3.596)
H (-4.945, 1.106, -5.170)
H (-6.584, 0.571, -5.403)
H (-6.023, 2.035, -6.239)
H (-6.368, 1.681, -3.226)
H (-7.473, 2.578, -4.260)
H (-5.963, 4.179, -3.127)
H (-5.685, 4.197, -4.866)
O (-6.490, 6.007, -5.641)
H (-6.788, 6.761, -5.122)
H (-6.570, 6.299, -6.555)
F (4.274, 2.794, 1.489)
K (-2.883, 4.339, 2.415)
K (2.643, 0.762, 2.175)
C (4.424, -8.981, 7.039)
C (5.685, -8.543, 7.425)
C (6.091, -7.249, 7.142)
C (5.238, -6.391, 6.461)
C (3.975, -6.839, 6.055)
C (3.570, -8.133, 6.355)
C (3.057, -5.960, 5.289)
O (1.958, -6.319, 4.930)
C (3.535, -4.577, 4.952)
C (2.714, -3.754, 4.193)
C (3.136, -2.475, 3.888)
C (4.367, -2.002, 4.337)
C (5.185, -2.824, 5.089)
C (4.772, -4.116, 5.391)
C (5.689, -5.003, 6.184)
O (6.754, -4.577, 6.568)
H (4.109, -9.990, 7.269)
H (6.353, -9.212, 7.951)
H (7.068, -6.897, 7.443)
H (2.589, -8.467, 6.046)
H (1.759, -4.131, 3.853)
H (2.492, -1.837, 3.290)
H (4.697, -0.994, 4.103)
H (6.146, -2.481, 5.447)
F (-5.567, -0.480, -3.100)
Ca (3.356, 3.068, -0.598)

HOMO, hartree: -0.3699
Total charge: +2
LUMO, eV: -7.44
Gap between HOMO and LUMO, eV: 2.6

[2]
Entry from the OMol25 dataset: a molecular structure, C34H48BNO2P2V (ωB97M-V with the def2-TZVPD basis set).

Element x y z (Å)
V (-0.496, 0.848, 0.914)
C (1.345, 1.263, 4.160)
C (0.085, 0.419, 4.370)
C (-1.121, 1.309, 4.690)
P (-0.268, -0.527, 2.799)
C (-1.412, -1.929, 3.262)
C (-1.151, -2.683, 4.564)
C (-2.868, -1.437, 3.247)
C (1.315, -1.318, 2.371)
C (1.901, -2.420, 2.984)
C (3.048, -2.997, 2.467)
C (3.581, -2.500, 1.285)
C (3.031, -1.387, 0.678)
C (1.937, -0.719, 1.251)
N (1.398, 0.467, 0.744)
C (2.219, 1.477, 0.257)
C (3.599, 1.575, 0.546)
C (4.380, 2.583, 0.018)
C (3.834, 3.551, -0.819)
C (2.475, 3.516, -1.064)
C (1.660, 2.528, -0.519)
P (-0.147, 2.490, -0.700)
C (-0.407, 2.425, -2.532)
C (-1.901, 2.419, -2.848)
C (0.271, 1.150, -3.047)
C (-0.767, 4.164, -0.145)
C (-0.209, 4.410, 1.263)
C (-0.529, 5.365, -1.052)
H (1.497, 1.931, 5.010)
H (1.260, 1.878, 3.259)
H (2.228, 0.634, 4.050)
H (0.255, -0.281, 5.191)
H (-1.407, 1.890, 3.808)
H (-0.882, 2.006, 5.495)
H (-1.986, 0.721, 4.995)
H (-1.275, -2.609, 2.414)
H (-1.118, -2.007, 5.421)
H (-0.232, -3.263, 4.538)
H (-1.972, -3.384, 4.732)
H (-3.112, -0.919, 4.176)
H (-3.549, -2.284, 3.151)
H (-3.056, -0.758, 2.418)
H (1.461, -2.836, 3.880)
H (3.508, -3.842, 2.964)
H (4.442, -2.980, 0.835)
H (3.442, -1.014, -0.250)
H (4.055, 0.857, 1.209)
H (5.434, 2.613, 0.264)
H (4.456, 4.326, -1.247)
H (2.033, 4.277, -1.695)
H (0.066, 3.303, -2.982)
H (-2.381, 1.552, -2.387)
H (-2.057, 2.358, -3.927)
H (-2.399, 3.319, -2.482)
H (-0.075, 0.286, -2.473)
H (1.354, 1.217, -2.950)
H (0.027, 0.986, -4.099)
H (-1.848, 4.005, -0.060)
H (0.864, 4.599, 1.217)
H (-0.372, 3.537, 1.905)
H (-0.694, 5.268, 1.734)
H (0.529, 5.621, -1.105)
H (-1.057, 6.231, -0.647)
H (-0.897, 5.194, -2.065)
C (-9.201, -0.588, -0.300)
C (-7.944, -1.403, -0.606)
C (-7.966, -1.779, -2.093)
C (-7.978, -2.680, 0.249)
C (-6.663, -0.631, -0.280)
C (-6.677, 0.633, 0.304)
C (-5.510, 1.315, 0.651)
C (-4.311, 0.696, 0.390)
O (-3.027, 1.110, 0.625)
B (-2.165, 0.062, 0.153)
O (-2.974, -0.957, -0.364)
C (-4.277, -0.561, -0.211)
C (-5.426, -1.236, -0.544)
H (-10.088, -1.177, -0.536)
H (-9.235, 0.325, -0.898)
H (-9.251, -0.320, 0.756)
H (-8.859, -2.364, -2.324)
H (-7.096, -2.374, -2.372)
H (-7.974, -0.881, -2.714)
H (-8.881, -3.258, 0.037)
H (-7.972, -2.425, 1.310)
H (-7.115, -3.315, 0.049)
H (-7.617, 1.128, 0.503)
H (-5.552, 2.293, 1.113)
H (-5.356, -2.217, -0.996)

HOMO (alpha / beta), hartree: -0.2390 / -0.2605
Total charge: 0
Spin multiplicity: 4
LUMO (alpha / beta), eV: 0.65 / 0.65
Gap between HOMO and LUMO (alpha / beta), eV: 7.2 / 7.7

[3]
Entry from the OMol25 dataset: a molecular structure, C34H48FN7W (ωB97M-V with the def2-TZVPD basis set).

Element x y z (Å)
W (-18.386, 3.357, 1.101)
N (-16.658, 3.028, 0.325)
C (-15.551, 3.637, 1.073)
C (-15.885, 4.879, 1.884)
N (-17.385, 5.128, 1.651)
C (-17.941, 6.049, 2.654)
C (-19.501, 6.177, 2.546)
N (-20.058, 5.108, 1.735)
H (-16.239, 1.191, -0.598)
H (-16.566, 3.345, -0.722)
H (-14.799, 3.918, 0.356)
H (-15.022, 2.945, 1.704)
H (-15.345, 5.768, 1.587)
H (-15.636, 4.666, 2.942)
H (-17.365, 5.727, 0.788)
H (-17.532, 7.059, 2.555)
H (-17.655, 5.789, 3.686)
H (-19.772, 7.120, 2.130)
H (-19.956, 6.166, 3.539)
H (-20.707, 5.476, 1.017)
H (-20.705, 4.577, 2.361)
C (-20.816, 7.476, -1.593)
C (-20.188, 6.041, -1.855)
C (-19.742, 6.049, -3.328)
C (-21.179, 4.927, -1.542)
C (-22.497, 5.054, -2.086)
C (-23.444, 4.066, -1.875)
C (-23.123, 2.911, -1.189)
C (-21.808, 2.694, -0.701)
C (-21.761, 1.343, 0.043)
C (-20.383, 0.733, 0.419)
C (-22.758, 1.368, 1.208)
C (-20.802, 3.688, -0.924)
N (-19.345, 3.381, -0.686)
C (-18.644, 3.046, -1.956)
C (-19.065, 1.936, -2.763)
C (-18.451, 1.574, -3.963)
C (-17.449, 2.410, -4.503)
C (-17.020, 3.526, -3.743)
C (-17.631, 3.839, -2.535)
F (-17.053, 5.041, -1.983)
H (-19.972, 8.219, -1.437)
H (-21.396, 7.516, -0.717)
H (-21.354, 8.040, -2.409)
H (-19.277, 6.004, -1.243)
H (-20.666, 6.200, -3.952)
H (-19.350, 5.046, -3.673)
H (-18.944, 6.799, -3.578)
H (-22.766, 6.038, -2.519)
H (-24.464, 4.245, -2.190)
H (-23.841, 2.126, -1.068)
H (-22.170, 0.636, -0.712)
H (-19.821, 0.438, -0.505)
H (-20.581, -0.310, 0.862)
H (-19.861, 1.422, 1.123)
H (-22.910, 2.403, 1.570)
H (-22.589, 0.718, 2.064)
H (-23.785, 1.180, 0.929)
H (-19.864, 1.267, -2.440)
H (-18.751, 0.746, -4.628)
H (-16.868, 2.190, -5.372)
H (-16.163, 4.136, -4.014)
C (-16.359, -1.495, 3.792)
C (-15.735, -0.275, 4.010)
C (-16.340, 0.910, 3.596)
C (-17.548, 0.924, 2.853)
C (-18.174, -0.340, 2.621)
C (-17.531, -1.532, 2.958)
N (-18.183, 2.217, 2.693)
C (-18.935, 2.550, 3.885)
C (-20.214, 2.049, 4.074)
C (-20.919, 2.489, 5.226)
C (-20.416, 3.451, 6.018)
C (-19.086, 3.902, 5.927)
C (-18.308, 3.399, 4.854)
H (-15.971, -2.424, 4.231)
H (-14.810, -0.229, 4.546)
H (-15.829, 1.831, 3.796)
H (-19.192, -0.365, 2.298)
H (-17.867, -2.494, 2.536)
H (-20.684, 1.330, 3.356)
H (-21.900, 2.064, 5.513)
H (-21.070, 3.680, 6.856)
H (-18.585, 4.516, 6.714)
H (-17.245, 3.699, 4.685)
N (-15.922, 0.254, -0.531)
N (-16.852, -0.614, -1.176)
H (-14.917, 0.280, -0.774)
H (-15.870, 0.121, 0.504)
H (-16.378, -1.519, -1.269)
H (-16.842, -0.363, -2.193)

HOMO (alpha / beta), hartree: -0.4524 / -0.4877
Total charge: +2
Spin multiplicity: 3
LUMO (alpha / beta), eV: -5.08 / -5.29
Energy above the lowest of the compared OMol25 structures with the same formula, charge and spin, eV: 3.104
Gap between HOMO and LUMO (alpha / beta), eV: 7.2 / 8.0

[4]
Entry from the OMol25 dataset: 10 unconnected molecules or ions with the total composition C34H48N4O20 (ωB97M-V with the def2-TZVPD basis set).

Element x y z (Å)
C (0.289, 2.564, 3.238)
O (-0.067, 1.459, 2.848)
N (-0.112, 3.180, 4.360)
C (0.240, 4.525, 4.682)
C (-0.921, 2.371, 5.339)
H (0.973, 3.204, 2.621)
H (1.004, 4.547, 5.429)
H (-0.674, 5.058, 4.981)
H (0.720, 4.981, 3.805)
H (-1.070, 1.376, 4.952)
H (-0.468, 2.273, 6.258)
H (-1.870, 2.814, 5.583)
C (1.663, 0.677, -0.272)
O (2.602, 0.259, -0.952)
N (0.370, 0.436, -0.655)
C (0.247, -0.488, -1.781)
C (-0.819, 1.042, 0.004)
H (1.726, 1.395, 0.579)
H (0.861, -1.353, -1.581)
H (0.624, -0.022, -2.684)
H (-0.821, -0.798, -1.880)
H (-0.578, 1.831, 0.743)
H (-1.411, 1.563, -0.799)
H (-1.492, 0.342, 0.553)
C (-2.593, 4.711, -0.358)
C (-2.336, 4.949, 1.117)
O (-0.932, 5.009, 1.312)
C (-0.413, 4.361, 0.231)
O (0.711, 3.890, 0.139)
O (-1.350, 4.312, -0.719)
H (-2.911, 5.576, -0.934)
H (-3.330, 3.932, -0.512)
H (-2.679, 4.145, 1.718)
H (-2.659, 5.909, 1.449)
C (-3.111, 0.814, -2.756)
C (-3.571, -0.353, -1.853)
O (-4.644, 0.245, -1.117)
C (-4.423, 1.546, -1.034)
O (-4.849, 2.263, -0.187)
O (-3.548, 1.968, -1.991)
H (-3.619, 0.863, -3.709)
H (-2.028, 0.863, -2.809)
H (-2.789, -0.802, -1.161)
H (-3.833, -1.206, -2.419)
C (-0.327, -1.963, 1.796)
C (0.946, -2.505, 1.215)
O (0.516, -3.151, 0.021)
C (-0.734, -2.909, -0.203)
O (-1.423, -3.175, -1.122)
O (-1.294, -2.203, 0.821)
H (-0.349, -0.907, 2.047)
H (-0.633, -2.477, 2.731)
H (1.516, -3.179, 1.856)
H (1.637, -1.714, 0.919)
C (-2.733, -4.478, -3.495)
C (-1.256, -4.803, -3.825)
O (-0.699, -3.519, -4.264)
C (-1.624, -2.599, -4.238)
O (-1.478, -1.442, -4.567)
O (-2.843, -3.065, -3.897)
H (-2.755, -4.605, -2.421)
H (-3.511, -5.031, -3.968)
H (-1.109, -5.643, -4.483)
H (-0.782, -5.068, -2.885)
C (3.669, -2.688, -1.671)
C (2.810, -3.659, -2.444)
O (2.745, -4.791, -1.470)
C (3.742, -4.616, -0.550)
O (3.963, -5.454, 0.270)
O (4.413, -3.485, -0.739)
H (3.055, -2.042, -1.033)
H (4.334, -2.025, -2.244)
H (3.372, -3.918, -3.322)
H (1.833, -3.381, -2.741)
C (3.999, 1.750, 2.390)
C (4.236, 0.298, 1.827)
O (3.348, -0.512, 2.604)
C (2.894, 0.225, 3.666)
O (2.246, -0.225, 4.601)
O (3.265, 1.488, 3.591)
H (3.520, 2.331, 1.685)
H (4.949, 2.236, 2.741)
H (5.227, -0.098, 1.928)
H (3.884, 0.208, 0.783)
N (4.303, -1.943, -5.017)
C (5.614, -1.713, -4.760)
C (6.130, -0.527, -4.168)
C (5.247, 0.555, -3.915)
C (3.896, 0.309, -4.130)
C (3.482, -0.906, -4.732)
H (6.245, -2.607, -4.904)
H (7.192, -0.497, -3.921)
H (5.509, 1.519, -3.566)
H (3.182, 1.080, -3.857)
H (2.449, -1.088, -5.040)
N (-3.279, -0.386, 3.454)
C (-3.439, 0.841, 2.968)
C (-4.667, 1.415, 2.837)
C (-5.821, 0.711, 3.220)
C (-5.610, -0.542, 3.778)
C (-4.320, -1.078, 3.796)
H (-2.548, 1.328, 2.642)
H (-4.732, 2.372, 2.418)
H (-6.813, 1.050, 2.981)
H (-6.472, -1.225, 3.994)
H (-4.227, -2.101, 4.230)

HOMO, hartree: -0.3462
Total charge: 0
SMILES: O=C1OCCO1.O=C1OCCO1.O=C1OCCO1.O=C1OCCO1.O=C1OCCO1.O=C1OCCO1.CN(C)C=O.CN(C)C=O.c1ccncc1.c1ccncc1
LUMO, eV: 0.53
Energy above the lowest of the compared OMol25 structures with the same formula, charge and spin, eV: 0.000
Gap between HOMO and LUMO, eV: 10.0

[5]
Entry from the OMol25 dataset: a molecular structure, C34H48N7O5RuS3 (ωB97M-V with the def2-TZVPD basis set).

Element x y z (Å)
Ru (0.076, -0.361, 0.173)
C (1.385, -1.339, 5.126)
N (1.293, -0.077, 4.411)
C (1.726, 1.141, 5.097)
C (1.852, 2.118, 3.943)
N (0.885, 1.570, 2.998)
C (0.802, 2.172, 1.692)
C (0.712, 0.230, 3.227)
N (0.054, -0.535, 2.381)
C (-0.352, -1.888, 2.771)
C (-1.499, -2.358, 1.894)
N (-1.097, -2.318, 0.490)
C (-1.763, -3.000, -0.411)
N (-1.275, -3.207, -1.662)
C (-0.014, -2.750, -2.178)
C (-2.255, -3.833, -2.534)
C (-3.234, -4.411, -1.522)
N (-2.998, -3.577, -0.343)
C (-3.856, -3.815, 0.807)
H (2.253, -1.278, 5.780)
H (1.549, -2.167, 4.446)
H (0.509, -1.534, 5.748)
H (2.668, 0.969, 5.614)
H (0.976, 1.460, 5.826)
H (2.860, 2.113, 3.514)
H (1.588, 3.138, 4.219)
H (0.830, 3.255, 1.810)
H (-0.154, 1.939, 1.217)
H (1.636, 1.869, 1.046)
H (-0.697, -1.916, 3.805)
H (0.473, -2.599, 2.667)
H (-2.364, -1.714, 2.103)
H (-1.765, -3.369, 2.208)
H (0.660, -2.524, -1.351)
H (-0.130, -1.863, -2.808)
H (0.445, -3.542, -2.772)
H (-1.786, -4.598, -3.150)
H (-2.724, -3.096, -3.194)
H (-3.024, -5.461, -1.300)
H (-4.271, -4.325, -1.840)
H (-4.855, -4.021, 0.428)
H (-3.927, -2.942, 1.446)
H (-3.534, -4.677, 1.395)
O (0.125, 0.635, -1.717)
S (0.126, 1.318, -3.083)
C (1.884, 1.459, -3.592)
C (2.895, 1.025, -2.540)
C (3.098, -0.487, -2.503)
C (4.230, -0.931, -1.587)
S (3.784, -0.915, 0.195)
O (2.373, -0.360, 0.290)
C (3.685, -2.671, 0.487)
C (2.463, -3.306, 0.618)
C (2.441, -4.674, 0.862)
C (3.627, -5.383, 0.975)
C (4.848, -4.728, 0.853)
C (4.883, -3.364, 0.615)
C (-0.237, 3.022, -2.780)
C (0.153, 3.640, -1.601)
C (-0.117, 4.989, -1.438)
C (-0.756, 5.699, -2.448)
C (-1.147, 5.065, -3.618)
C (-0.895, 3.711, -3.789)
H (2.015, 2.504, -3.868)
H (1.969, 0.855, -4.497)
H (2.616, 1.407, -1.557)
H (3.842, 1.501, -2.807)
H (3.360, -0.831, -3.507)
H (2.171, -0.992, -2.230)
H (5.091, -0.268, -1.676)
H (4.554, -1.945, -1.813)
H (1.540, -2.748, 0.532)
H (1.492, -5.184, 0.962)
H (3.606, -6.447, 1.167)
H (5.772, -5.280, 0.953)
H (5.833, -2.849, 0.539)
H (0.655, 3.072, -0.831)
H (0.162, 5.495, -0.523)
H (-0.981, 6.747, -2.305)
H (-1.673, 5.619, -4.382)
H (-1.215, 3.199, -4.689)
N (-2.437, 0.436, 0.255)
C (-2.842, 1.739, -0.055)
C (-2.761, 2.737, 0.927)
C (-3.101, 4.030, 0.616)
C (-3.501, 4.338, -0.693)
C (-3.638, 3.336, -1.661)
C (-3.286, 2.045, -1.346)
S (-3.872, 6.005, -1.099)
O (-3.061, 6.883, -0.315)
O (-3.918, 6.170, -2.518)
O (-5.238, 5.709, -0.474)
H (-2.517, 0.213, 1.240)
H (-2.878, -0.280, -0.309)
H (-2.459, 2.477, 1.935)
H (-3.061, 4.822, 1.351)
H (-3.997, 3.604, -2.646)
H (-3.363, 1.259, -2.088)

HOMO (alpha / beta), hartree: -0.4877 / -0.4929
Total charge: +2
Spin multiplicity: 6
LUMO (alpha / beta), eV: -4.27 / -7.28
Gap between HOMO and LUMO (alpha / beta), eV: 9.0 / 6.1

Number 1: electronic energy -3981.909539 a.u.. Number 2: electronic energy -3181.234489 a.u.. Number 3: electronic energy -1873.962212 a.u.. Number 4: electronic energy -3048.212282 a.u.. Number 5: electronic energy -3372.716734 a.u..